Run A
{
  "formula": "H80O40",
  "method": "the ωB97M-V functional and the def2-TZVPD basis",
  "species": ["H", "H", "O", "H", "H", "O", "H", "H", "O", "H", "H", "O", "H", "H", "O", "H", "O", "H", "O", "H", "H", "O", "H", "H", "O", "H", "H", "O", "H", "H", "O", "H", "O", "H", "H", "O", "H", "H", "O", "H", "H", "O", "H", "H", "O", "H", "H", "O", "H", "H", "O", "H", "O", "H", "H", "O", "H", "O", "H", "H", "O", "H", "H", "O", "H", "H", "O", "H", "H", "O", "H", "H", "O", "H", "H", "O", "H", "H", "O", "H", "H", "O", "H", "H", "O", "H", "H", "O", "H", "O", "H", "H", "O", "H", "H", "H", "H", "H", "H", "O", "H", "H", "O", "H", "H", "O", "H", "H", "O", "H", "H", "O", "H", "H", "O", "H", "H", "O", "H", "H"],
  "coordinates": [[-1.9223, -1.9761, -0.6615], [-0.8764, -1.2698, -0.1840], [-1.4888, -1.1517, -0.9534], [-4.5326, -2.5298, -3.8098], [-3.0202, -2.3043, -3.8743], [-3.7596, -2.3756, -3.2617], [0.5411, 2.7429, 2.6948], [1.2643, 2.9660, 1.4227], [1.2091, 3.3388, 2.3126], [2.0988, -4.6421, 0.8697], [1.0961, -4.7303, -0.1074], [1.4614, -4.0176, 0.5135], [-4.6274, -1.6719, 0.4797], [-3.9654, -2.1047, -0.7816], [-4.8118, -2.1831, -0.3290], [-5.0869, 2.9646, 1.3785], [-4.2074, 3.0401, 1.7034], [5.1853, -3.0001, 3.1480], [4.4343, -3.3206, 2.6459], [3.1227, 4.6724, 0.8664], [4.4175, 4.7318, 1.3600], [3.5381, 4.8939, 1.7212], [-0.2398, -0.1354, -5.1040], [-0.4606, -0.6793, -3.7180], [-0.9421, -0.3666, -4.4910], [-3.5825, -1.1630, 1.6638], [-3.0751, -0.1472, 0.6567], [-3.7448, -0.2476, 1.3496], [0.1981, -4.1803, 1.9673], [0.3129, -3.8343, 3.5161], [-0.2859, -3.9552, 2.7805], [-6.0335, -0.1084, -1.4681], [-6.5045, 0.6408, -1.7653], [4.9510, -3.1581, -0.7893], [3.6496, -2.7734, 0.0163], [4.0183, -3.3549, -0.6577], [5.7700, 1.5394, -1.3420], [4.9197, 2.0220, -0.0750], [4.9001, 1.5325, -0.9282], [-2.4331, 1.3202, 4.7208], [-2.9223, 0.5467, 3.6096], [-2.3358, 0.4608, 4.3671], [1.8847, -1.7072, 4.8528], [2.1185, -0.2313, 4.7346], [1.7489, -0.8868, 5.3377], [4.0162, 0.2356, 0.2465], [2.8120, 0.2102, -0.7641], [3.2727, -0.2698, -0.0738], [3.4735, 0.3080, 2.2818], [3.8157, -1.0903, 2.6129], [3.2179, -0.3934, 2.9093], [3.0955, -2.8395, -3.1224], [2.8919, -2.8440, -4.0750], [0.3596, 5.8406, 0.5152], [0.1772, 4.4278, 1.2866], [0.2477, 4.8919, 0.4224], [-1.8344, 5.3381, -0.0432], [-2.7333, 5.2250, -0.3803], [4.1664, -0.0200, -2.7052], [3.3832, -1.1230, -3.4464], [3.7205, -0.2176, -3.5375], [3.1973, -5.5511, -1.1504], [2.7908, -4.7806, -2.2096], [3.1987, -5.6579, -2.1167], [-1.4300, 1.6261, -2.8323], [-1.5192, 0.1829, -2.3105], [-1.0771, 1.0130, -2.1878], [-0.2495, 0.6753, 3.4814], [-0.0470, 2.0045, 4.0826], [0.1044, 1.5459, 3.2397], [-1.7636, 5.1871, 2.3527], [-2.7836, 4.0384, 1.9145], [-2.2475, 4.4069, 2.6229], [1.1088, 4.6057, -2.8241], [1.8640, 5.0859, -3.8259], [1.2063, 4.3889, -3.7742], [1.0632, -1.9759, -1.9460], [1.7251, -2.0483, -0.4548], [1.8521, -2.0200, -1.4015], [1.3493, 0.1108, -6.3301], [2.5169, 0.3093, -5.3158], [1.5614, 0.4904, -5.4687], [-3.7869, -3.8175, 2.5327], [-4.7894, -4.3682, 1.3486], [-3.9934, -3.8871, 1.5790], [-0.8672, -4.6616, -0.8051], [-0.4990, -5.7314, 0.2921], [-0.2962, -5.4512, -0.5928], [-2.8530, -4.9795, -1.0775], [-2.4601, -4.1471, -0.7842], [0.7503, 1.8256, -1.2742], [2.2260, 1.6687, -1.7488], [1.6685, 1.8267, -1.0048], [2.2653, -3.5664, -4.1732], [-3.6318, 2.4268, 1.2458], [-2.8049, 4.4139, -0.8899], [4.7901, -3.7619, 1.9022], [-6.1539, 0.7712, -2.6539], [-3.0474, -3.9108, -0.0408], [4.2326, 1.9407, 1.4464], [4.3964, 2.3859, 2.2707], [3.3240, 1.9494, 1.1381], [-0.3035, -0.9652, 1.4939], [0.6505, -0.9371, 1.3712], [-0.6895, -0.1081, 1.6642], [3.6136, 4.2219, -1.7410], [4.4363, 3.7483, -1.8590], [2.8438, 3.6711, -1.5904], [-2.9600, -2.6328, 3.5433], [-2.0097, -2.4794, 3.4517], [-3.2309, -2.1282, 4.3202], [-3.2589, 2.5968, -0.6853], [-3.8520, 2.4125, -1.4230], [-2.3553, 2.5225, -0.9583], [-3.4039, 0.7956, -3.5944], [-3.4427, -0.1688, -3.5690], [-2.5749, 0.9051, -4.0736], [-2.0190, 3.2467, 4.2763], [-1.9321, 4.2061, 4.2916], [-2.2578, 3.0469, 3.3653]],
  "homo_ev": -10.2539,
  "gap_ev": 9.814,
  "spin_multiplicity": 1
}

Run B
{
  "formula": "H80O40",
  "method": "the ωB97M-V functional and the def2-TZVPD basis",
  "species": ["H", "H", "O", "H", "H", "O", "H", "H", "O", "H", "H", "O", "H", "H", "O", "H", "O", "H", "O", "H", "H", "O", "H", "H", "O", "H", "H", "O", "H", "H", "O", "H", "O", "H", "H", "O", "H", "H", "O", "H", "H", "O", "H", "H", "O", "H", "H", "O", "H", "H", "O", "H", "O", "H", "H", "O", "H", "O", "H", "H", "O", "H", "H", "O", "H", "H", "O", "H", "H", "O", "H", "H", "O", "H", "H", "O", "H", "H", "O", "H", "H", "O", "H", "H", "O", "H", "H", "O", "H", "O", "H", "H", "O", "H", "H", "H", "H", "H", "H", "O", "H", "H", "O", "H", "H", "O", "H", "H", "O", "H", "H", "O", "H", "H", "O", "H", "H", "O", "H", "H"],
  "coordinates": [[3.2476, -0.0069, 2.5301], [2.6163, -0.3550, 1.0449], [3.3533, -0.0751, 1.5780], [-0.7907, 2.0461, 4.3126], [-1.7727, 3.0557, 4.6381], [-0.9247, 3.0072, 4.1753], [2.6880, -2.0993, -3.9297], [1.3875, -2.3590, -3.3339], [1.7462, -2.0916, -4.1996], [3.1050, 1.8103, 1.5874], [2.6669, 2.1913, 0.2090], [2.9583, 2.5865, 1.0458], [-2.9244, 3.8601, -3.4841], [-3.6070, 3.4991, -2.2382], [-3.3369, 4.2948, -2.7251], [-5.1424, 3.7777, -0.9112], [-4.6986, 3.2793, -1.5896], [4.8534, 0.5586, 0.0517], [5.6597, 0.0506, -0.1789], [3.4536, -5.3494, -3.0293], [2.5283, -4.4054, -2.3335], [2.6550, -4.8307, -3.1983], [-1.7412, -1.3864, 1.1737], [-3.0995, -1.9117, 1.0101], [-2.6237, -1.2779, 1.5476], [-2.0926, -0.0880, -1.4117], [-2.6269, -0.1175, -2.8110], [-1.8271, 0.0672, -2.3559], [1.3292, 1.1946, -1.8711], [1.0929, 0.1453, -0.5888], [1.4892, 0.9251, -0.9783], [-2.1073, 5.4162, 0.8933], [-2.5874, 4.7954, 0.3363], [3.9274, -1.7933, 2.5873], [5.1729, -1.6020, 1.6229], [4.7881, -2.1046, 2.3559], [-3.5923, 1.7374, 5.1281], [-2.8260, 1.2632, 6.3618], [-2.9848, 1.0672, 5.4370], [-1.1066, -5.2503, -0.5022], [-2.1104, -5.6005, 0.6657], [-1.2449, -5.2473, 0.4399], [1.3345, -4.5982, -4.2989], [0.3672, -3.9505, -5.2580], [0.6250, -4.8324, -4.9458], [4.2235, -4.8185, 0.5680], [4.3103, -3.3574, 0.3868], [3.9818, -4.1364, -0.0759], [0.0963, -5.5424, -2.3063], [0.2244, -4.3319, -3.1760], [-0.3508, -4.6957, -2.4450], [0.5968, -4.1199, 2.5595], [0.3547, -3.5303, 1.8471], [-4.5810, -2.2750, -0.8931], [-6.0495, -2.5101, -1.2459], [-5.4497, -1.8142, -0.9538], [1.3386, -2.6432, -0.0507], [2.1622, -2.1978, 0.2161], [-3.1765, -2.6973, 5.3545], [-2.5219, -1.2467, 5.5101], [-2.6701, -2.0934, 5.9245], [-3.7490, 0.1942, 2.8054], [-3.7329, 1.7493, 3.0695], [-4.1509, 1.0421, 2.5741], [0.1197, 0.9607, 2.5866], [0.8092, 0.0172, 3.5907], [0.6628, 0.9486, 3.3738], [5.0704, 2.8004, -1.9295], [3.5468, 2.8403, -1.6650], [4.2424, 3.1975, -2.2251], [0.8925, -0.2549, -4.6634], [-0.4771, -0.6213, -4.7838], [0.1909, -0.1786, -5.3208], [-2.1976, -4.3105, -2.5062], [-1.6975, -3.0525, -2.0028], [-2.5343, -3.5161, -2.0315], [-5.8670, -0.8703, -2.8609], [-4.7325, -1.1835, -3.7263], [-5.1873, -0.4047, -3.3926], [-4.2572, 3.7504, 1.1701], [-3.5347, 4.9932, 1.4561], [-3.9220, 4.2288, 1.9077], [3.3860, 4.5075, 0.2857], [3.0398, 5.2583, 1.4711], [3.7889, 5.1836, 0.8449], [5.2136, 3.4665, 1.0630], [5.9104, 1.8988, 1.1804], [5.7246, 2.7245, 0.7437], [1.2211, 5.3908, 3.2536], [1.0564, 5.4691, 2.3015], [-0.6044, -1.9145, -2.6208], [0.2138, -0.8916, -1.9455], [0.1725, -1.8556, -2.0477], [0.0091, -3.9421, 1.0424], [-4.2264, 3.8150, -2.2232], [2.6788, -3.0209, 0.2737], [6.2013, 0.8341, -0.3640], [-2.2865, 5.0464, -0.5432], [0.7316, 4.5495, 2.1529], [2.1335, -2.2595, 5.2322], [1.5114, -2.8786, 4.8621], [2.9369, -2.0764, 4.7514], [4.1466, -1.1769, -2.8900], [4.7384, -1.4470, -2.1795], [3.6334, -0.4428, -2.5305], [-2.7727, -3.1576, 3.4829], [-3.1932, -2.9934, 2.6505], [-1.8250, -3.0451, 3.4140], [1.3598, 2.3643, -4.0278], [0.8826, 2.1320, -4.8189], [2.1418, 2.8178, -4.2576], [-0.4486, 3.1680, 1.6032], [-0.7773, 3.1896, 2.5169], [-0.5617, 3.8755, 1.0000], [-3.3283, 0.8493, -0.0473], [-3.1245, 0.8433, 0.8892], [-3.6416, 1.7138, -0.3494], [-1.9476, 2.8033, -1.4477], [-1.1882, 2.3661, -1.8570], [-1.8597, 3.6899, -1.7998]],
  "homo_ev": -10.3271,
  "gap_ev": 9.614,
  "spin_multiplicity": 1
}

Run C
{
  "formula": "H80O40",
  "method": "the ωB97M-V functional and the def2-TZVPD basis",
  "species": ["H", "H", "O", "H", "H", "O", "H", "H", "O", "H", "H", "O", "H", "H", "O", "H", "O", "H", "O", "H", "H", "O", "H", "H", "O", "H", "H", "O", "H", "H", "O", "H", "O", "H", "H", "O", "H", "H", "O", "H", "H", "O", "H", "H", "O", "H", "H", "O", "H", "H", "O", "H", "O", "H", "H", "O", "H", "O", "H", "H", "O", "H", "H", "O", "H", "H", "O", "H", "H", "O", "H", "H", "O", "H", "H", "O", "H", "H", "O", "H", "H", "O", "H", "H", "O", "H", "H", "O", "H", "O", "H", "H", "O", "H", "H", "H", "H", "H", "H", "O", "H", "H", "O", "H", "H", "O", "H", "H", "O", "H", "H", "O", "H", "H", "O", "H", "H", "O", "H", "H"],
  "coordinates": [[1.0571, 5.6437, -3.8298], [-0.4016, 5.5989, -3.4651], [0.5487, 5.5015, -3.0606], [-4.3111, 1.4779, 4.2161], [-5.4153, 0.1954, 3.9989], [-4.7383, 0.7968, 3.6722], [0.8824, 1.7450, -0.7950], [0.5418, 2.8244, -1.6830], [0.3184, 2.5372, -0.7642], [2.9937, -0.3562, -3.2472], [4.4716, -0.0599, -3.5102], [3.6284, 0.2436, -3.7020], [2.1258, -3.6192, 4.3979], [1.7480, -2.5154, 5.3314], [1.3337, -2.9773, 4.7065], [2.7007, -4.2854, -3.0681], [3.0788, -3.4329, -3.4222], [5.0914, -2.8925, 0.3770], [4.1794, -3.0243, 0.6837], [-2.3005, 0.0478, -1.7683], [-2.0596, 1.2415, -0.5679], [-1.8993, 1.0184, -1.6322], [-3.5978, -1.2724, 2.4961], [-3.7549, 0.2748, 2.0727], [-3.3714, -0.5614, 1.8043], [-0.8540, -6.0382, -0.9502], [0.5666, -5.7779, -1.5902], [-0.2653, -6.3127, -1.7363], [-2.1071, 2.7266, 0.5780], [-3.0203, 2.0264, 1.5802], [-2.2947, 1.7563, 0.9200], [-1.4219, -2.9364, 2.3561], [-2.3177, -2.8863, 2.4959], [0.1650, -2.0819, 1.8334], [1.5051, -2.8791, 1.8197], [0.7024, -2.6792, 1.4077], [-0.9841, 2.6134, 2.3068], [-0.6144, 3.5823, 1.0742], [-0.9473, 3.5119, 1.9598], [0.4330, 3.3202, -4.5847], [0.0071, 2.4463, -3.5668], [0.0316, 3.3323, -3.7378], [-4.4989, 0.0086, -3.9155], [-3.5316, 0.1077, -4.9668], [-3.9701, -0.6216, -4.6171], [-1.3017, 1.8035, -3.6763], [-2.7038, 1.1614, -3.6190], [-1.8661, 1.3756, -4.2363], [1.8777, -5.0407, -0.2965], [1.8598, -3.7782, -0.6535], [2.3481, -4.4717, -0.7477], [2.4515, 1.1710, 0.5180], [3.2215, 1.6349, 0.0916], [1.7085, 5.7323, -0.1920], [0.7195, 4.7991, 0.6072], [1.5682, 5.3797, 0.6803], [-3.8730, -2.9132, 0.5387], [-4.4218, -3.2297, -0.2421], [1.5294, 1.2980, -2.6488], [2.6932, 1.7701, -3.4305], [2.1405, 1.9485, -2.6760], [-1.0727, -4.3722, -3.2422], [-2.2299, -4.9137, -2.5483], [-1.7071, -4.1468, -2.4713], [-3.9217, -1.1914, -2.2267], [-4.0000, -0.9620, -0.5967], [-4.2089, -0.4693, -1.5443], [3.8462, -4.5323, 2.5021], [4.3658, -3.3336, 3.2301], [3.6549, -3.9439, 3.2392], [3.1525, 5.1898, 2.7956], [3.1398, 4.4835, 1.3405], [3.1008, 4.2959, 2.2824], [-0.5725, -0.1380, -1.7964], [0.4372, -1.4241, -1.6906], [0.3984, -0.3771, -1.8163], [-2.4334, 4.4127, 0.6082], [-2.9411, 5.8214, 1.3649], [-3.2297, 4.9775, 0.8660], [5.7031, 2.4205, 3.2475], [4.7362, 2.8015, 2.0055], [5.6153, 2.5639, 2.3129], [-1.1465, 0.4957, 4.7093], [0.2090, 1.1792, 5.4893], [-0.5599, 0.6294, 5.4786], [-3.8891, 3.8681, -3.0383], [-4.1640, 2.4827, -2.5429], [-4.4092, 3.1034, -3.1289], [4.3988, 0.2025, 2.5109], [5.1497, -0.1855, 2.2260], [-1.3560, 0.1000, 1.8895], [0.1425, -0.3311, 1.6305], [-0.6291, -0.4721, 2.1503], [2.9170, 1.7679, -0.8150], [2.3880, -3.1906, -4.0164], [-4.5429, -4.1540, -0.2981], [3.7591, -3.4904, -0.0283], [-2.4850, -3.0341, 3.5837], [5.6833, 0.5946, 2.0961], [-1.0973, -2.2954, 6.0017], [-1.5999, -2.4073, 5.2556], [-0.8034, -1.2770, 6.0724], [-5.1182, 3.8186, -0.5994], [-4.3945, 4.2269, -0.9744], [-4.9416, 3.9645, 0.3207], [-1.2056, -1.9320, -0.3218], [-1.8346, -2.5940, -0.7076], [-1.6345, -1.9363, 0.4760], [1.5767, -0.6965, 0.4998], [1.4312, -1.5789, -0.0568], [2.0127, -0.0639, -0.2188], [1.4660, 2.4350, 3.5219], [1.6165, 1.7469, 2.7326], [1.6168, 3.2682, 2.9685], [5.0138, -2.7137, -1.6099], [4.1917, -2.8161, -1.8050], [5.1823, -1.9997, -1.0769], [-0.6951, -3.4279, -4.8408], [-1.1979, -3.7032, -5.5996], [-1.1309, -2.7765, -4.3776]],
  "homo_ev": -10.2749,
  "gap_ev": 9.702,
  "spin_multiplicity": 1
}

Run D
{
  "formula": "H80O40",
  "method": "the ωB97M-V functional and the def2-TZVPD basis",
  "species": ["H", "H", "O", "H", "H", "O", "H", "H", "O", "H", "H", "O", "H", "H", "O", "H", "O", "H", "O", "H", "H", "O", "H", "H", "O", "H", "H", "O", "H", "H", "O", "H", "O", "H", "H", "O", "H", "H", "O", "H", "H", "O", "H", "H", "O", "H", "H", "O", "H", "H", "O", "H", "O", "H", "H", "O", "H", "O", "H", "H", "O", "H", "H", "O", "H", "H", "O", "H", "H", "O", "H", "H", "O", "H", "H", "O", "H", "H", "O", "H", "H", "O", "H", "H", "O", "H", "H", "O", "H", "O", "H", "H", "O", "H", "H", "H", "H", "H", "H", "O", "H", "H", "O", "H", "H", "O", "H", "H", "O", "H", "H", "O", "H", "H", "O", "H", "H", "O", "H", "H"],
  "coordinates": [[-3.8669, -3.7392, 4.1447], [-3.9322, -4.8900, 3.1103], [-3.3280, -4.2579, 3.5969], [4.7826, 0.3388, 0.5967], [4.7051, -1.1927, 0.7421], [5.0985, -0.4772, 0.2663], [-1.1753, 0.6960, 5.1989], [-1.8504, -0.1982, 4.0125], [-1.9409, 0.4582, 4.7500], [-1.5411, -0.5492, -1.1707], [-0.9621, -0.4272, -2.6008], [-1.7463, -0.8550, -2.1743], [-5.3089, 0.4880, 3.3600], [-4.4377, 0.2987, 4.6900], [-5.1392, -0.1071, 4.1373], [0.8466, -2.3907, 1.7172], [1.7716, -2.0644, 1.6945], [3.5860, 5.5954, 1.5258], [2.8118, 4.9899, 1.6429], [3.9774, -0.4118, 3.3538], [2.9029, -0.8853, 2.3874], [3.5478, -0.2362, 2.5201], [0.1434, -3.2380, 3.9986], [0.9913, -4.3808, 4.0804], [0.0610, -4.1924, 3.9719], [3.2546, 3.6152, 3.7124], [2.1526, 3.5295, 2.8634], [2.4790, 3.2174, 3.7477], [3.8847, -4.3237, -0.5534], [5.2213, -3.5349, -0.4744], [4.3273, -3.5758, -0.1601], [-1.9592, 1.4659, 3.0218], [-2.8730, 1.3944, 2.5279], [-1.2069, 1.2758, -0.2400], [-1.0794, 0.7632, 1.2156], [-1.3618, 0.6886, 0.3565], [-2.1053, -1.9106, 4.0222], [-2.2864, -1.6411, 5.4217], [-1.6818, -2.2359, 4.8596], [-1.0609, -0.3433, 2.4666], [0.1350, -0.7359, 3.3943], [-0.3469, -0.0643, 2.9024], [2.8299, -3.5217, -3.9637], [4.1790, -3.0467, -4.5915], [3.8698, -3.3912, -3.7862], [-3.3424, -2.2401, -0.0977], [-2.8361, -2.7293, -1.4448], [-3.4865, -2.9943, -0.7562], [1.5662, 0.7220, -3.3976], [0.0635, 1.2931, -2.9385], [0.7649, 0.7306, -2.7703], [-1.9483, 1.2246, -5.2682], [-1.2590, 1.7516, -5.5362], [3.0576, 3.1368, -4.7597], [1.9643, 2.8068, -5.7196], [2.8121, 2.5344, -5.4625], [-4.9249, -2.0531, 1.5013], [-4.2833, -1.4438, 1.4067], [-1.2969, 6.2709, -2.3741], [-0.6372, 6.6063, -1.1547], [-0.4579, 6.3314, -2.0129], [1.4856, 5.5872, -2.8460], [0.2127, 5.1980, -3.9366], [0.8468, 4.9940, -3.3499], [1.8174, 4.5100, -0.5128], [3.3464, 4.4928, -1.1143], [2.4074, 4.9767, -1.1187], [0.0982, 3.1576, 5.0919], [-0.3790, 2.3260, 6.3283], [-0.2926, 2.5412, 5.3889], [-3.9061, -1.1514, -4.6587], [-2.8409, -1.0644, -3.3671], [-2.9311, -0.9307, -4.3870], [-1.5152, 2.6824, -2.4979], [-0.9111, 4.1103, -2.0336], [-1.6275, 3.4076, -1.9360], [1.0049, -1.8814, -3.1044], [-0.2402, -2.3581, -3.5733], [0.5617, -2.7000, -3.1194], [1.9734, -0.5338, -5.2253], [0.9724, -1.8851, -5.2335], [1.3461, -1.1497, -4.6520], [0.1736, -4.9238, 0.7084], [-0.2361, -4.3584, 2.2384], [-0.0270, -4.1202, 1.3427], [-0.9904, -2.8663, 1.3623], [-2.2106, -1.9412, 1.3087], [-1.3171, -1.9518, 1.3578], [-2.6168, 4.2727, 2.3665], [-2.8895, 4.0429, 1.4443], [5.2718, -1.1125, -1.5348], [5.6128, -2.1940, -2.5248], [5.8736, -1.3746, -2.1883], [-1.9869, 2.3353, -6.0107], [2.2935, -2.4598, 1.0181], [-4.0919, -1.0952, 2.2457], [2.0715, 5.3962, 1.9466], [-2.5239, 2.0018, 1.8538], [-2.1689, 3.3300, 1.3672], [2.7388, 1.7092, -0.5666], [1.9404, 1.4281, -0.7672], [3.0778, 0.8759, 0.0449], [0.2064, -5.0266, -1.7066], [1.1024, -4.6752, -1.9793], [-0.3793, -5.0520, -2.5063], [-1.3747, -2.7671, -5.6573], [-1.8314, -2.0378, -5.2190], [-0.5620, -2.8277, -5.7509], [4.3711, 0.0622, -4.3662], [4.8494, 0.8876, -4.0587], [4.8111, -0.6169, -4.0619], [0.7496, -1.4064, 4.5156], [-0.1405, -1.9935, 4.7355], [1.2962, -1.7453, 3.7990], [-5.5189, -0.2928, -0.8328], [-4.6044, -0.2346, -0.4360], [-5.5263, -0.9558, -1.4360], [-2.9564, 3.4446, 4.1785], [-3.5678, 3.2462, 3.4885], [-2.4731, 2.7233, 4.6279]],
  "homo_ev": -10.4023,
  "gap_ev": 10.218,
  "spin_multiplicity": 1
}

Sorted by energy, starting with the most stable: run A, run B, run C, run D.